Arrangement i

A 2-piece molecular cluster, C4H5FN2 overall, computed with wB97M-V/def2-TZVPD.

Calculated values
LUMO level: -0.04 eV
Kohn-Sham gap: 9.6 eV

The geometry in ORCA input format:
```
! wB97M-V def2-TZVPD RIJCOSX def2/J DEFGRID3
* xyz 0 1
C -0.631 1.562 -0.982
C -0.641 0.746 1.038
C 0.129 0.478 -0.924
C 0.662 -1.502 0.563
N -1.085 1.732 0.305
N 0.069 -0.158 0.229
F 0.793 -0.507 -2.295
H -0.726 2.335 -1.691
H -0.794 0.656 2.066
H -0.177 -2.196 0.852
H 0.953 -1.885 -0.442
H 1.447 -1.260 1.281
*
```

Mulliken analysis output, partial charges in e: number 1, C, carries -0.50; number 2, C, carries -0.14; number 3, C, carries 0.60; number 4, C, carries -0.81; number 5, N, carries -0.53; number 6, N, carries 0.06; number 7, F, carries -0.43; number 8, H, carries 0.40; number 9, H, carries 0.43; number 10, H, carries 0.29; number 11, H, carries 0.32; number 12, H, carries 0.32


Arrangement ii

A single C4H5FN2 molecule, computed with wB97M-V/def2-TZVPD.

Calculated values
LUMO level: 0.77 eV
SMILES string: Cc1nc(F)c[nH]1
Kohn-Sham gap: 9.2 eV

The geometry in ORCA input format:
```
! wB97M-V def2-TZVPD RIJCOSX def2/J DEFGRID3
* xyz 0 1
C 1.788 -0.688 0.020
C 0.331 -0.343 0.028
C -1.762 -0.348 -0.034
C -1.453 1.000 -0.038
H 2.346 -0.121 -0.728
H 1.899 -1.752 -0.211
H 2.258 -0.488 0.955
H -2.026 1.889 -0.110
H 0.411 1.859 0.130
N -0.694 -1.182 -0.080
N -0.088 0.988 0.009
F -3.009 -0.814 0.060
*
```

Mulliken analysis output, partial charges in e: number 1, C, carries -1.02; number 2, C, carries 0.48; number 3, C, carries 0.30; number 4, C, carries -0.36; number 5, H, carries 0.31; number 6, H, carries 0.28; number 7, H, carries 0.30; number 8, H, carries 0.42; number 9, H, carries 0.20; number 10, N, carries -0.60; number 11, N, carries -0.05; number 12, F, carries -0.26


Arrangement iii

A single C4H5FN2 molecule, computed with wB97M-V/def2-TZVPD.

Calculated values
LUMO level: 0.55 eV
SMILES string: FCC1=NN=CC1
Kohn-Sham gap: 10.8 eV

The geometry in ORCA input format:
```
! wB97M-V def2-TZVPD RIJCOSX def2/J DEFGRID3
* xyz 0 1
C 1.640 -0.743 0.129
C 0.182 -0.450 -0.025
C -1.853 0.506 -0.128
C -0.411 0.912 0.037
H 1.901 -0.850 1.179
H 1.912 -1.675 -0.390
H -2.712 1.158 -0.115
H -0.262 1.415 0.959
H -0.066 1.569 -0.788
N -0.704 -1.377 -0.194
N -1.994 -0.769 -0.253
F 2.367 0.304 -0.410
*
```

Mulliken analysis output, partial charges in e: number 1, C, carries -0.27; number 2, C, carries 0.32; number 3, C, carries -0.22; number 4, C, carries -0.12; number 5, H, carries 0.21; number 6, H, carries 0.30; number 7, H, carries 0.44; number 8, H, carries 0.31; number 9, H, carries 0.28; number 10, N, carries -0.47; number 11, N, carries -0.48; number 12, F, carries -0.29


Of them, arrangement ii has the highest stability.


Arrangement i

A single C20H29N3O2 molecule, computed with wB97M-V/def2-TZVPD.

Calculated values
LUMO level: 0.70 eV
SMILES string: CCOc1c2ccc(C(=O)N[C@H](C)C3CCCCC3)cc2nn1CC
Kohn-Sham gap: 8.4 eV

The geometry in ORCA input format:
```
! wB97M-V def2-TZVPD RIJCOSX def2/J DEFGRID3
* xyz 0 1
C -3.912 -1.885 2.300
C -3.564 -2.472 0.937
H -2.534 -2.844 0.921
H -4.237 -3.300 0.698
O -3.764 -1.549 -0.119
C -2.918 -0.495 -0.209
N -3.257 0.489 -1.064
N -2.360 1.474 -1.124
C -1.394 1.125 -0.275
C -0.215 1.827 0.032
C 0.662 1.264 0.918
C 0.368 0.033 1.555
C -0.772 -0.667 1.283
C -1.681 -0.140 0.346
H -0.961 -1.602 1.789
H 1.073 -0.349 2.279
C 1.897 1.996 1.339
O 1.944 2.600 2.396
N 2.976 1.978 0.521
H 3.746 2.516 0.894
C 3.234 1.273 -0.728
C 2.441 1.891 -1.884
H 2.906 1.647 -2.835
H 2.430 2.974 -1.780
H 1.416 1.533 -1.890
H 4.301 1.428 -0.928
C 3.001 -0.244 -0.590
C 3.795 -0.807 0.593
C 3.536 -2.301 0.757
C 3.924 -3.049 -0.513
C 3.154 -2.492 -1.704
C 3.403 -0.993 -1.863
H 2.828 -0.627 -2.713
H 4.462 -0.820 -2.068
H 3.451 -3.012 -2.618
H 2.085 -2.662 -1.555
H 3.716 -4.115 -0.399
H 4.996 -2.935 -0.688
H 4.106 -2.684 1.607
H 2.475 -2.462 0.964
H 3.521 -0.283 1.510
H 4.862 -0.642 0.420
H 1.936 -0.417 -0.413
H -0.036 2.790 -0.419
C -4.465 0.553 -1.844
C -5.645 1.007 -0.990
H -5.435 1.978 -0.549
H -5.830 0.290 -0.194
H -6.538 1.085 -1.604
H -4.660 -0.437 -2.263
H -4.277 1.267 -2.647
H -3.773 -2.640 3.069
H -4.949 -1.558 2.312
H -3.276 -1.032 2.525
*
```

Mulliken analysis output, partial charges in e: number 1, C, carries -1.09; number 2, C, carries -0.37; number 3, H, carries 0.30; number 4, H, carries 0.37; number 5, O, carries -0.53; number 6, C, carries -0.02; number 7, N, carries 0.91; number 8, N, carries -1.32; number 9, C, carries -0.06; number 10, C, carries -0.56; number 11, C, carries 0.36; number 12, C, carries -0.89; number 13, C, carries -0.41; number 14, C, carries 1.61; number 15, H, carries 0.36; number 16, H, carries 0.55; number 17, C, carries -0.53; number 18, O, carries -0.69; number 19, N, carries 0.00; number 20, H, carries 0.26; number 21, C, carries -0.35; number 22, C, carries -1.93; number 23, H, carries 0.43; number 24, H, carries 0.46; number 25, H, carries 0.40; number 26, H, carries 0.57; number 27, C, carries 1.43; number 28, C, carries -1.10; number 29, C, carries -0.61; number 30, C, carries -0.78; number 31, C, carries -0.75; number 32, C, carries -1.04; number 33, H, carries 0.47; number 34, H, carries 0.33; number 35, H, carries 0.40; number 36, H, carries 0.31; number 37, H, carries 0.37; number 38, H, carries 0.32; number 39, H, carries 0.37; number 40, H, carries 0.24; number 41, H, carries 0.38; number 42, H, carries 0.47; number 43, H, carries -0.39; number 44, H, carries 0.65; number 45, C, carries -0.51; number 46, C, carries -1.03; number 47, H, carries 0.32; number 48, H, carries 0.26; number 49, H, carries 0.37; number 50, H, carries 0.30; number 51, H, carries 0.36; number 52, H, carries 0.38; number 53, H, carries 0.33; number 54, H, carries 0.33


Arrangement ii

A single C20H29N3O2 molecule, computed with wB97M-V/def2-TZVPD.

Calculated values
LUMO level: 0.75 eV
SMILES string: CN1CCNC(=O)[C@H]1CC(=O)NCC1(c2ccccc2)CCCCC1
Kohn-Sham gap: 9.3 eV

The geometry in ORCA input format:
```
! wB97M-V def2-TZVPD RIJCOSX def2/J DEFGRID3
* xyz 0 1
C 3.226 -2.536 -4.600
N 2.984 -2.138 -3.228
C 2.439 -3.190 -2.398
C 1.017 -3.585 -2.814
N 0.224 -2.396 -3.044
C 0.677 -1.148 -3.243
O -0.087 -0.221 -3.461
C 2.184 -0.930 -3.128
C 2.483 -0.174 -1.806
C 1.531 -0.534 -0.671
O 1.786 -1.385 0.161
N 0.394 0.187 -0.663
H 0.179 0.769 -1.460
C -0.666 -0.054 0.285
H -0.399 -0.961 0.834
H -1.602 -0.227 -0.257
C -0.866 1.105 1.292
C -1.984 0.641 2.215
C -1.712 -0.176 3.309
C -2.724 -0.641 4.130
C -4.042 -0.312 3.872
C -4.333 0.477 2.774
C -3.318 0.940 1.955
H -3.590 1.544 1.103
H -5.358 0.734 2.548
H -4.833 -0.671 4.514
H -2.478 -1.268 4.975
H -0.698 -0.465 3.534
C -1.207 2.404 0.543
C -1.390 3.568 1.514
C -0.113 3.793 2.318
C 0.290 2.511 3.040
C 0.449 1.369 2.042
H 0.804 0.468 2.540
H 1.212 1.641 1.308
H -0.475 2.252 3.775
H 1.230 2.666 3.574
H -0.266 4.598 3.040
H 0.691 4.097 1.644
H -2.213 3.352 2.198
H -1.644 4.473 0.958
H -2.094 2.279 -0.079
H -0.377 2.640 -0.127
H 2.420 0.899 -1.990
H 3.499 -0.430 -1.504
H 2.476 -0.271 -3.953
H -0.777 -2.514 -3.119
H 1.039 -4.192 -3.730
H 0.548 -4.178 -2.024
H 2.433 -2.833 -1.367
H 3.094 -4.062 -2.455
H 3.802 -3.460 -4.598
H 2.312 -2.690 -5.190
H 3.821 -1.764 -5.087
*
```

Mulliken analysis output, partial charges in e: number 1, C, carries -1.06; number 2, N, carries -0.07; number 3, C, carries -0.54; number 4, C, carries -0.64; number 5, N, carries -0.02; number 6, C, carries 0.39; number 7, O, carries -0.74; number 8, C, carries 0.17; number 9, C, carries -1.58; number 10, C, carries 0.36; number 11, O, carries -0.71; number 12, N, carries 0.29; number 13, H, carries 0.41; number 14, C, carries -2.28; number 15, H, carries 0.69; number 16, H, carries 0.46; number 17, C, carries 2.94; number 18, C, carries -0.05; number 19, C, carries -0.12; number 20, C, carries -0.95; number 21, C, carries -0.50; number 22, C, carries -0.93; number 23, C, carries -0.23; number 24, H, carries 0.31; number 25, H, carries 0.42; number 26, H, carries 0.40; number 27, H, carries 0.42; number 28, H, carries 0.31; number 29, C, carries -1.74; number 30, C, carries -0.68; number 31, C, carries -0.80; number 32, C, carries -0.74; number 33, C, carries -1.61; number 34, H, carries 0.56; number 35, H, carries 0.45; number 36, H, carries 0.39; number 37, H, carries 0.40; number 38, H, carries 0.40; number 39, H, carries 0.32; number 40, H, carries 0.41; number 41, H, carries 0.40; number 42, H, carries 0.54; number 43, H, carries 0.52; number 44, H, carries 0.37; number 45, H, carries 0.43; number 46, H, carries 0.62; number 47, H, carries 0.27; number 48, H, carries 0.35; number 49, H, carries 0.39; number 50, H, carries 0.15; number 51, H, carries 0.47; number 52, H, carries 0.31; number 53, H, carries 0.37; number 54, H, carries 0.36


Of them, arrangement ii has the highest stability.


Arrangement i

A 2-piece molecular cluster, C3H2F4 overall, computed with wB97M-V/def2-TZVPD.

Calculated values
LUMO level: 0.29 eV
Kohn-Sham gap: 10.7 eV

The geometry in ORCA input format:
```
! wB97M-V def2-TZVPD RIJCOSX def2/J DEFGRID3
* xyz 0 1
C -1.562 0.424 0.717
C -0.652 0.546 -0.189
C 1.372 -0.467 -0.278
F -0.589 1.113 -1.385
F 2.073 0.012 -1.231
F 0.989 -1.726 -0.584
F 2.097 -0.542 0.834
H -2.526 0.928 0.643
H -1.202 -0.288 1.472
*
```

Mulliken analysis output, partial charges in e: number 1, C, carries -0.53; number 2, C, carries 0.20; number 3, C, carries 0.57; number 4, F, carries -0.19; number 5, F, carries -0.19; number 6, F, carries -0.21; number 7, F, carries -0.20; number 8, H, carries 0.30; number 9, H, carries 0.24


Arrangement ii

A single C3H2F4 molecule, computed with wB97M-V/def2-TZVPD.

Calculated values
LUMO level: 0.91 eV
SMILES string: C=C(F)C(F)(F)F
Kohn-Sham gap: 11.5 eV

The geometry in ORCA input format:
```
! wB97M-V def2-TZVPD RIJCOSX def2/J DEFGRID3
* xyz 0 1
C 0.923 -0.995 -0.797
C 0.709 -0.216 0.286
C -0.934 0.726 0.355
F 1.328 -0.176 1.424
F -1.847 0.264 1.203
F -1.471 0.772 -0.861
F -0.642 1.997 0.716
H 1.843 -1.409 -0.865
H 0.092 -0.963 -1.462
*
```

Mulliken analysis output, partial charges in e: number 1, C, carries -0.77; number 2, C, carries 0.35; number 3, C, carries 0.69; number 4, F, carries -0.21; number 5, F, carries -0.22; number 6, F, carries -0.23; number 7, F, carries -0.24; number 8, H, carries 0.37; number 9, H, carries 0.27


Arrangement iii

A single C3H2F4 molecule, computed with wB97M-V/def2-TZVPD.

Calculated values
LUMO level: 0.95 eV
SMILES string: C=C(F)C(F)(F)F
Kohn-Sham gap: 11.7 eV

The geometry in ORCA input format:
```
! wB97M-V def2-TZVPD RIJCOSX def2/J DEFGRID3
* xyz 0 1
C -1.419 0.172 0.505
C -0.141 0.349 0.304
C 1.029 -0.448 -0.452
F 0.392 1.504 0.659
F 1.013 0.068 -1.751
F 0.777 -1.715 -0.452
F 2.234 -0.348 0.199
H -1.889 1.155 0.746
H -1.996 -0.736 0.242
*
```

Mulliken analysis output, partial charges in e: number 1, C, carries -0.67; number 2, C, carries 0.27; number 3, C, carries 0.79; number 4, F, carries -0.24; number 5, F, carries -0.23; number 6, F, carries -0.23; number 7, F, carries -0.23; number 8, H, carries 0.26; number 9, H, carries 0.28


Of them, arrangement iii has the highest stability.